No. 1
Formula: C36H80AsClF12N7O12S6
Source: OMol25
Level of theory: ωB97M-V/def2-TZVPD

Structure (ORCA input):
```
! wB97M-V def2-TZVPD RIJCOSX def2/J DEFGRID3
* xyz -1 1
C -2.079 -2.817 4.615
C -1.298 -1.472 4.231
C -2.153 -0.315 4.674
N -1.519 1.057 4.807
C -0.546 1.380 3.734
C -0.041 2.821 3.693
C -1.225 3.810 3.432
C -2.194 3.498 4.663
C -2.671 2.059 4.595
C -0.959 1.228 6.143
H -1.538 -3.575 4.037
H -3.154 -2.749 4.515
H -1.776 -2.904 5.655
H -1.227 -1.425 3.132
H -0.389 -1.549 4.783
H -2.507 -0.656 5.639
H -2.945 -0.144 3.990
H -1.107 1.140 2.836
H 0.227 0.594 3.818
H 0.856 2.985 2.924
H 0.353 3.004 4.707
H -1.756 3.547 2.554
H -0.892 4.864 3.358
H -3.147 4.031 4.703
H -1.620 3.755 5.535
H -3.069 1.770 3.605
H -3.390 1.910 5.366
H -0.669 2.192 6.553
H -0.087 0.552 6.267
H -1.665 0.865 6.896
C 4.405 -5.929 -2.714
C 3.485 -5.899 -1.478
C 4.011 -5.523 -0.080
N 4.334 -4.047 0.262
C 3.205 -3.129 -0.104
C 3.431 -1.697 0.444
C 3.459 -1.771 1.918
C 4.646 -2.575 2.324
C 4.563 -4.066 1.723
C 5.626 -3.681 -0.493
H 4.769 -4.972 -3.130
H 3.785 -6.372 -3.480
H 5.379 -6.406 -2.575
H 3.157 -6.938 -1.275
H 2.601 -5.316 -1.736
H 4.920 -6.053 0.113
H 3.252 -5.812 0.681
H 2.287 -3.559 0.273
H 3.145 -3.154 -1.205
H 2.591 -1.083 0.141
H 4.335 -1.298 -0.049
H 2.591 -2.212 2.302
H 3.481 -0.780 2.433
H 4.753 -2.691 3.402
H 5.522 -2.089 1.990
H 3.692 -4.603 2.075
H 5.529 -4.621 1.910
H 6.331 -4.554 -0.437
H 6.081 -2.727 -0.159
H 5.312 -3.612 -1.509
C 1.724 3.107 -3.027
C 0.198 3.337 -3.259
C -0.426 4.538 -2.550
N -0.486 4.606 -1.021
C -1.537 5.581 -0.588
C -2.953 5.204 -0.941
C -3.282 3.774 -0.547
C -2.192 2.801 -1.075
C -0.854 3.153 -0.529
C 0.785 5.119 -0.540
H 2.448 3.886 -3.071
H 2.036 2.355 -3.694
H 1.889 2.715 -2.039
H -0.368 2.401 -3.034
H -0.057 3.507 -4.268
H -1.444 4.591 -2.922
H 0.041 5.505 -2.818
H -1.319 6.524 -1.091
H -1.388 5.701 0.525
H -3.248 5.339 -2.027
H -3.572 5.865 -0.355
H -4.319 3.468 -0.742
H -3.168 3.718 0.576
H -2.271 2.776 -2.201
H -2.505 1.843 -0.699
H 0.073 2.552 -0.793
H -0.855 3.315 0.519
H 0.878 6.218 -0.590
H 1.624 4.660 -1.089
H 0.868 4.771 0.513
C -5.371 -1.992 -1.544
C -4.198 -2.499 -2.384
C -3.217 -1.315 -2.382
N -1.886 -1.676 -2.965
C -0.911 -0.551 -2.618
C -0.497 -0.553 -1.159
C -0.066 -1.918 -0.638
C -1.091 -2.975 -1.054
C -1.221 -2.899 -2.498
C -1.997 -1.812 -4.411
H -5.876 -1.079 -1.919
H -4.964 -1.854 -0.534
H -6.132 -2.786 -1.554
H -4.636 -2.786 -3.361
H -3.851 -3.386 -1.878
H -3.001 -0.966 -1.354
H -3.609 -0.434 -2.891
H -1.446 0.397 -2.924
H -0.064 -0.629 -3.279
H -1.325 -0.124 -0.605
H 0.266 0.192 -1.211
H 0.014 -1.846 0.453
H 0.870 -2.266 -1.018
H -2.052 -2.944 -0.483
H -0.756 -4.047 -0.874
H -1.568 -3.841 -3.012
H -0.204 -2.793 -2.960
H -1.057 -2.105 -4.852
H -2.328 -0.817 -4.740
H -2.747 -2.608 -4.577
As 2.405 -2.849 -4.338
F 2.996 -4.360 -5.015
F 3.300 -1.842 -5.500
F 1.849 -1.474 -3.518
F 1.635 -3.836 -3.205
F 3.749 -2.811 -3.267
F 1.024 -2.887 -5.350
Cl -3.073 0.334 1.475
N -3.941 2.116 -6.286
S -3.068 1.695 -7.540
O -3.918 0.938 -8.460
O -1.746 1.238 -7.210
F -3.075 3.195 -8.198
S -3.388 2.465 -4.900
O -2.227 1.736 -4.451
O -4.447 2.607 -3.965
F -2.674 3.943 -4.945
N 1.641 -6.055 2.659
S 1.093 -4.950 3.593
O 0.060 -5.395 4.467
O 1.012 -3.617 3.058
F 2.441 -4.857 4.550
S 0.670 -6.727 1.563
O -0.753 -6.579 1.812
O 1.292 -7.901 1.012
F 0.901 -5.637 0.441
N 1.401 7.465 4.301
S 1.487 8.965 4.548
O 2.192 9.707 3.593
O 1.764 9.197 5.944
F -0.018 9.448 4.317
S 1.744 6.747 2.885
O 1.058 7.385 1.719
O 1.514 5.343 3.052
F 3.211 6.950 2.737
*
```

The calculation puts the LUMO energy at 1.3227 eV. The value obtained for the HOMO energy is -7.370 eV. For the total energy, the calculation gives -8989.51000 Ha. Its orbital gap is 8.693 eV.


No. 2
Formula: C36H80B3F12N8NaO8
Source: OMol25
Level of theory: ωB97M-V/def2-TZVPD

Structure (ORCA input):
```
! wB97M-V def2-TZVPD RIJCOSX def2/J DEFGRID3
* xyz -2 1
Na -16.917 1.682 -14.565
B -19.389 0.720 -13.325
F -18.613 1.990 -13.195
F -18.525 -0.212 -13.928
F -19.684 0.220 -12.026
F -20.569 1.015 -14.071
B -14.076 0.598 -14.110
F -15.332 0.092 -14.419
F -13.526 -0.096 -13.005
F -13.193 0.502 -15.159
F -14.284 2.027 -13.798
B -17.380 3.389 -16.912
F -17.018 3.988 -15.670
F -18.686 3.885 -17.259
F -16.484 3.678 -17.928
F -17.530 1.915 -16.773
C -22.168 -4.920 -16.362
C -22.704 -4.196 -15.152
C -21.872 -3.041 -14.560
C -21.702 -1.938 -15.497
C -23.095 -1.322 -15.812
C -24.065 -2.320 -16.474
N -24.041 -3.503 -15.440
O -25.066 -4.383 -15.805
C -25.503 -1.760 -16.405
C -23.782 -2.691 -17.949
C -23.047 -5.254 -14.058
H -21.727 -4.363 -17.208
H -22.987 -5.426 -16.844
H -21.441 -5.692 -16.084
H -22.414 -2.694 -13.682
H -20.967 -3.503 -14.126
H -21.152 -2.195 -16.442
H -21.115 -1.178 -15.069
H -22.945 -0.456 -16.408
H -23.514 -1.036 -14.815
H -26.200 -2.528 -16.665
H -25.700 -1.342 -15.357
H -25.549 -0.847 -16.938
H -22.798 -3.047 -18.235
H -24.430 -3.511 -18.234
H -23.941 -1.812 -18.502
H -23.878 -5.882 -14.383
H -23.426 -4.629 -13.174
H -22.134 -5.896 -13.942
H -25.617 -4.385 -15.023
C -21.687 6.587 -19.565
C -22.320 6.689 -18.150
C -23.742 6.172 -18.264
C -24.468 5.838 -16.940
C -23.602 4.973 -16.002
C -22.144 5.494 -15.843
N -21.620 5.656 -17.267
O -20.200 6.104 -17.213
C -22.059 6.747 -15.039
C -21.327 4.463 -15.127
C -22.361 8.161 -17.740
H -20.620 6.925 -19.504
H -22.213 7.160 -20.318
H -21.623 5.560 -19.887
H -24.457 6.867 -18.750
H -23.635 5.205 -18.829
H -25.520 5.405 -17.069
H -24.662 6.775 -16.330
H -23.435 3.894 -16.411
H -24.129 4.805 -15.092
H -22.724 7.506 -15.431
H -22.299 6.537 -13.988
H -21.050 7.114 -15.169
H -21.767 4.362 -14.170
H -21.197 3.573 -15.715
H -20.304 4.835 -14.993
H -23.083 8.420 -16.999
H -22.585 8.762 -18.601
H -21.350 8.575 -17.554
H -19.629 5.411 -17.547
C -18.280 4.198 -8.423
O -18.760 4.026 -7.334
N -18.284 3.274 -9.469
C -18.030 3.700 -10.766
C -19.089 2.116 -9.395
H -17.900 5.213 -8.697
H -17.362 3.054 -11.347
H -17.614 4.715 -10.744
H -18.935 3.677 -11.390
H -18.560 1.263 -9.932
H -19.159 1.836 -8.357
H -20.019 2.208 -9.899
C -18.691 -3.235 -17.248
O -19.101 -4.175 -17.952
N -18.284 -2.059 -17.705
C -18.024 -0.993 -16.761
C -18.425 -1.925 -19.115
H -18.486 -3.343 -16.185
H -17.444 -0.211 -17.264
H -17.488 -1.279 -15.880
H -18.950 -0.552 -16.373
H -17.910 -1.085 -19.533
H -17.909 -2.802 -19.577
H -19.471 -1.988 -19.495
C -17.205 -2.425 -12.720
O -17.745 -3.307 -13.352
N -17.421 -2.266 -11.411
C -16.959 -0.998 -10.808
C -18.624 -2.744 -10.757
H -16.385 -1.786 -13.191
H -17.702 -0.349 -10.678
H -16.218 -0.527 -11.490
H -16.400 -1.279 -9.831
H -18.517 -2.526 -9.713
H -19.460 -2.209 -11.227
H -18.679 -3.835 -10.894
C -13.907 -4.401 -17.726
O -13.713 -5.543 -18.048
N -14.806 -3.972 -16.815
C -15.114 -2.516 -16.641
C -15.749 -4.921 -16.211
H -13.329 -3.520 -18.195
H -15.320 -2.211 -15.623
H -15.968 -2.324 -17.299
H -14.245 -2.006 -16.996
H -16.746 -4.890 -16.576
H -15.331 -5.961 -16.241
H -15.809 -4.680 -15.162
C -14.986 6.829 -11.769
O -14.925 8.049 -11.628
N -15.173 6.160 -12.899
C -15.273 4.688 -12.933
C -15.516 6.745 -14.229
H -14.831 6.085 -10.928
H -14.967 4.303 -11.966
H -14.612 4.244 -13.711
H -16.369 4.494 -13.105
H -16.542 6.830 -14.494
H -15.086 7.763 -14.277
H -15.116 6.095 -14.994
C -22.391 2.954 -18.898
O -23.385 3.227 -19.586
N -21.944 1.687 -18.716
C -22.702 0.645 -19.379
C -20.779 1.343 -17.945
H -21.839 3.662 -18.377
H -23.724 0.918 -19.399
H -22.606 -0.349 -18.928
H -22.355 0.567 -20.463
H -20.235 2.189 -17.598
H -21.045 0.741 -17.103
H -20.048 0.769 -18.505
*
```

The calculation puts the LUMO energy at 3.5812 eV. The value obtained for the HOMO energy is -5.201 eV. For the total energy, the calculation gives -3895.75103 Ha. Its orbital gap is 8.782 eV.


No. 3
Formula: C36H80F6N8O14S6
Source: OMol25
Level of theory: ωB97M-V/def2-TZVPD

Structure (ORCA input):
```
! wB97M-V def2-TZVPD RIJCOSX def2/J DEFGRID3
* xyz 2 1
C 17.548 -1.000 -13.951
C 18.710 -0.199 -13.432
O 19.327 0.611 -14.047
N 19.041 -0.392 -11.938
H 18.403 0.299 -11.532
H 18.717 -1.319 -11.658
C 20.507 -0.119 -11.486
H 17.813 -2.059 -13.905
H 17.437 -0.807 -15.018
H 16.537 -0.864 -13.569
H 21.104 -0.703 -12.185
H 20.712 -0.337 -10.440
H 20.508 0.963 -11.606
C 18.763 -0.420 -6.225
C 18.744 -1.902 -6.456
C 19.948 -2.446 -5.590
C 19.923 -3.953 -5.580
C 18.615 -4.496 -4.985
C 17.310 -3.990 -5.659
N 17.423 -2.480 -5.950
O 16.287 -1.925 -6.393
C 16.149 -4.225 -4.596
C 16.988 -4.917 -6.847
C 18.754 -2.293 -7.955
H 19.450 0.207 -6.797
H 18.959 -0.126 -5.195
H 17.879 0.092 -6.611
H 20.102 -2.178 -4.543
H 20.907 -2.127 -6.002
H 20.704 -4.402 -4.966
H 20.124 -4.352 -6.576
H 18.723 -4.242 -3.927
H 18.639 -5.578 -4.849
H 16.065 -5.253 -4.250
H 15.172 -3.988 -5.018
H 16.347 -3.492 -3.814
H 16.434 -5.773 -6.470
H 17.873 -5.118 -7.450
H 16.337 -4.324 -7.490
H 19.608 -1.743 -8.364
H 18.014 -1.922 -8.662
H 19.038 -3.293 -8.280
C 9.662 -6.881 -12.771
C 10.930 -5.974 -12.626
C 10.682 -4.719 -13.540
N 11.973 -3.937 -13.730
C 12.951 -4.741 -14.565
C 12.636 -3.333 -12.452
C 13.231 -1.989 -12.849
C 12.698 -1.569 -14.183
C 11.579 -2.633 -14.516
H 9.422 -6.960 -13.832
H 8.768 -6.348 -12.439
H 9.564 -7.841 -12.268
H 11.796 -6.454 -13.082
H 11.127 -5.671 -11.599
H 9.937 -4.093 -13.048
H 10.312 -4.890 -14.550
H 12.414 -5.419 -15.226
H 13.704 -5.283 -13.993
H 13.605 -4.088 -15.144
H 13.318 -4.115 -12.119
H 11.930 -3.226 -11.627
H 14.305 -2.107 -13.010
H 13.346 -1.191 -12.115
H 13.454 -1.535 -14.965
H 12.121 -0.645 -14.158
H 11.423 -2.784 -15.583
H 10.670 -2.196 -14.105
C 26.923 4.604 -12.044
C 26.173 3.257 -11.746
C 26.436 2.188 -12.878
N 25.796 0.830 -12.583
C 24.258 0.998 -12.415
C 26.341 -0.001 -11.450
C 25.990 -1.435 -11.795
C 26.395 -1.553 -13.269
C 26.082 -0.130 -13.762
H 27.027 5.170 -11.119
H 26.395 4.946 -12.932
H 27.984 4.452 -12.248
H 25.127 3.570 -11.758
H 26.351 2.989 -10.704
H 27.485 1.895 -12.877
H 26.007 2.497 -13.830
H 23.938 1.867 -12.983
H 24.058 1.097 -11.348
H 23.911 -0.012 -12.628
H 25.909 0.429 -10.546
H 27.396 0.266 -11.383
H 24.969 -1.793 -11.653
H 26.518 -2.121 -11.132
H 25.882 -2.227 -13.952
H 27.469 -1.681 -13.402
H 25.480 0.022 -14.659
H 27.040 0.138 -14.213
C 21.867 4.394 -14.994
C 21.333 4.557 -13.571
C 19.879 5.047 -13.337
N 19.402 5.091 -11.830
C 19.644 3.769 -11.137
C 20.138 6.280 -11.151
C 19.212 7.571 -11.249
C 17.902 6.961 -11.821
C 17.956 5.486 -11.763
H 21.256 3.711 -15.583
H 22.896 4.050 -15.100
H 21.912 5.343 -15.530
H 22.039 5.174 -13.012
H 21.307 3.593 -13.058
H 19.195 4.339 -13.807
H 19.735 6.052 -13.733
H 19.349 3.056 -11.905
H 19.102 3.760 -10.193
H 20.693 3.713 -10.847
H 20.454 6.014 -10.143
H 21.002 6.435 -11.794
H 18.957 8.005 -10.286
H 19.559 8.247 -12.027
H 17.077 7.079 -11.117
H 17.616 7.319 -12.809
H 17.342 5.077 -10.960
H 17.447 4.990 -12.591
N 18.423 -2.959 -10.978
S 18.737 -4.439 -11.159
O 18.740 -4.956 -12.528
O 18.420 -5.387 -10.112
F 20.316 -4.252 -10.914
S 16.786 -3.240 -10.982
O 16.187 -3.498 -9.673
O 16.214 -3.797 -12.187
F 16.385 -1.715 -11.103
N 22.661 -0.493 -16.685
S 21.695 -1.462 -15.695
O 20.225 -1.543 -15.898
O 22.317 -1.606 -14.370
F 22.032 -2.890 -16.373
S 21.812 0.772 -16.313
O 21.610 1.225 -14.951
O 20.765 1.047 -17.266
F 22.918 1.871 -16.759
N 17.150 1.500 -11.243
S 16.434 1.355 -9.962
O 15.296 0.480 -9.953
O 16.460 2.470 -9.040
F 17.547 0.355 -9.329
S 15.937 2.096 -12.154
O 15.434 3.391 -11.735
O 15.124 1.125 -12.871
F 16.975 2.507 -13.378
*
```

The calculation puts the LUMO energy at -7.5850 eV. The value obtained for the HOMO energy is -12.479 eV. For the total energy, the calculation gives -5898.47121 Ha. Its orbital gap is 4.894 eV.


total energy of number 3 (C36H80F6N8O14S6)? -5898.47121 Ha